Density functional theory data (ωB97M-V with the def2-TZVPD basis set) for C23H53N8O10S2 as an isolated structure.

```
96
Properties=species:S:1:pos:R:3:forces:R:3
C 2.391864 -3.430816 0.087046 -0.1 0.0 0.2
C 2.327467 -2.438725 -0.783035 -0.1 -0.2 0.0
S 3.119768 -0.908697 -0.480571 1.3 0.3 -0.7
O 4.199624 -1.146549 0.455054 -0.1 -0.2 0.4
O 3.556835 -0.407743 -1.771805 -0.2 0.1 0.0
N 2.059392 0.129052 0.116304 -0.3 -1.0 -0.4
S 0.697160 -0.292328 0.788453 0.0 1.4 1.7
O 0.770943 -1.410285 1.720019 0.2 -0.7 -0.4
O 0.193651 0.899688 1.453096 -0.1 0.3 -0.2
C -0.576813 -0.617607 -0.416849 -0.3 0.2 -0.3
C -1.777141 -1.308800 0.228407 0.5 -0.7 -0.1
C -1.666046 -2.836862 0.116393 -0.1 0.7 0.2
N -2.720076 -3.572279 0.819155 0.3 0.2 -0.4
H 1.597751 -4.166774 0.145578 0.4 -0.5 -0.6
H 3.216277 -3.534697 0.781051 -0.4 0.6 0.6
H 1.830048 -2.538832 -1.739048 -0.7 0.5 0.3
H -0.194286 -1.122526 -1.302603 0.1 -0.2 0.1
H -0.866599 0.375112 -0.741964 0.2 0.1 -0.1
H -1.792448 -1.072015 1.292727 -0.3 0.3 0.0
H -2.692353 -0.966848 -0.258992 -0.1 0.1 0.1
H -0.688847 -3.084244 0.529610 0.0 -0.3 -0.1
H -1.696289 -3.090853 -0.945254 0.1 -0.3 0.0
H -3.611404 -3.333283 0.398598 0.0 -0.2 0.1
H -2.782889 -3.223751 1.770633 0.0 -0.1 0.0
C -7.111898 -5.574271 2.442590 0.0 0.0 0.0
C -5.998770 -5.417879 1.428587 0.1 -0.1 -0.1
O -5.215501 -4.490396 1.459592 -0.5 0.1 0.2
N -5.893604 -6.372496 0.460438 -0.1 0.0 0.0
C -6.719423 -7.542142 0.257619 0.2 0.1 -0.1
H -7.053231 -4.741332 3.136070 0.0 0.0 0.0
H -8.087417 -5.562171 1.954475 0.0 -0.1 0.0
H -7.005499 -6.506513 2.998690 -0.1 0.0 0.0
H -5.125906 -6.210543 -0.173553 0.0 0.0 0.0
H -6.118243 -8.451546 0.321160 -0.1 0.0 0.0
H -7.190090 -7.514295 -0.727593 -0.1 0.0 0.0
H -7.499727 -7.592404 1.010204 0.0 0.0 0.0
C 2.284334 2.737598 -1.941614 0.0 0.0 -0.1
C 0.805160 2.548658 -2.173958 0.2 -0.1 0.1
O 0.334852 1.438551 -2.379623 -0.2 0.1 -0.3
N 0.004125 3.644808 -2.142895 0.3 -0.1 -0.2
C 0.386033 5.022814 -1.906289 -0.4 -0.4 -0.1
H 2.763118 1.763306 -1.994263 0.0 0.0 0.0
H 2.710775 3.398149 -2.701480 0.0 0.1 0.1
H 2.464400 3.162340 -0.953349 0.0 0.0 0.0
H -0.972109 3.447910 -2.293096 0.0 0.1 0.1
H -0.131258 5.402369 -1.033516 0.1 0.1 0.0
H 0.103740 5.638007 -2.766558 0.1 0.1 0.0
H 1.454959 5.110645 -1.746583 0.0 0.0 0.0
C -0.300784 7.139958 2.273092 0.0 0.0 0.0
C -0.253493 7.658483 0.854492 0.0 -0.1 0.1
O 0.553421 7.242942 0.045380 0.1 0.3 0.1
N -1.163300 8.613626 0.502727 0.0 0.0 0.1
C -2.192884 9.212588 1.323316 0.0 0.0 -0.2
H 0.475780 6.389974 2.383726 0.0 0.0 0.0
H -0.124268 7.944980 2.988238 -0.1 0.0 0.0
H -1.266003 6.679224 2.485997 0.0 0.0 0.0
H -1.080277 8.912345 -0.455811 0.0 0.0 0.0
H -3.180773 9.026590 0.896551 0.0 0.0 0.1
H -2.049374 10.293296 1.392775 0.0 0.0 0.1
H -2.168062 8.796699 2.324892 0.0 0.0 0.0
C 5.171668 -2.447909 5.352320 0.0 0.0 0.0
C 4.115483 -2.781614 4.313788 0.0 0.1 0.0
O 4.164298 -3.830868 3.685769 0.0 0.0 0.0
N 3.134961 -1.875653 4.125327 -0.2 -0.3 -0.1
C 2.946613 -0.603620 4.786065 -0.1 0.0 -0.2
H 5.882681 -3.268145 5.385645 0.0 0.0 0.0
H 5.699351 -1.531173 5.086600 0.0 0.0 0.1
H 4.723496 -2.325622 6.339622 0.0 0.1 0.0
H 2.456567 -2.126340 3.413061 0.1 0.2 -0.1
H 1.980353 -0.581342 5.293791 0.0 0.0 0.0
H 2.956149 0.200784 4.048985 0.0 0.0 0.0
H 3.731207 -0.426558 5.515685 0.0 0.0 0.0
C -3.262114 6.358241 -3.784039 0.0 0.0 0.0
C -3.389345 5.025219 -3.080675 0.0 -0.1 0.0
O -2.659550 4.716134 -2.156119 -0.2 0.1 0.0
N -4.350157 4.169585 -3.520116 0.0 0.1 0.0
C -5.296564 4.359881 -4.597984 0.0 -0.2 0.1
H -2.452445 6.908102 -3.313768 0.0 0.0 0.0
H -3.028737 6.219300 -4.840242 0.0 0.0 0.0
H -4.184063 6.935076 -3.696786 0.0 0.0 -0.1
H -4.374780 3.299447 -3.010468 0.0 0.0 0.0
H -6.320267 4.296448 -4.223614 0.0 0.1 0.0
H -5.164490 3.591308 -5.361656 0.0 0.1 -0.1
H -5.157321 5.332045 -5.059446 0.0 0.0 0.0
C 6.222674 -4.263385 -0.473024 0.0 0.0 0.0
C 5.433497 -4.699624 -1.687181 0.1 0.2 0.2
O 4.295656 -4.322621 -1.871157 0.1 -0.4 -0.4
N 6.052669 -5.535226 -2.580351 0.0 0.0 0.1
C 7.392609 -6.071673 -2.516323 -0.2 0.0 -0.2
H 5.597135 -3.600808 0.119782 0.0 0.0 -0.1
H 6.511773 -5.122929 0.134652 0.1 0.0 0.0
H 7.119773 -3.718284 -0.770950 0.0 0.0 0.0
H 5.472972 -5.782501 -3.366036 0.0 0.0 0.0
H 7.976105 -5.760008 -3.386436 0.1 0.0 0.0
H 7.371887 -7.164470 -2.495523 0.1 0.0 0.1
H 7.895864 -5.720408 -1.621627 0.0 0.0 0.0
```
Positions in Å, forces in eV/Å.

Properties
- Kohn-Sham gap (eV) = 6.95
- E_HOMO (eV) = -4.97
- net charge = -1

Density functional theory data (ωB97M-V with the def2-TZVPD basis set) for C23H53O3P3Re as an isolated structure.

```
83
Properties=species:S:1:pos:R:3:forces:R:3
Re 0.206872 0.384314 -0.338544 -2.2 0.1 3.6
C 0.616422 0.970812 -2.155729 1.3 1.5 -7.4
O 0.861080 1.221184 -3.287319 -1.1 -1.2 5.9
C -0.229008 -1.375360 -0.990062 -1.3 -4.8 -0.2
O -0.620390 -2.475081 -1.090136 1.9 4.2 -0.8
P 2.468762 -0.114716 -0.032009 1.7 -1.5 2.2
C 2.922519 -1.121346 1.525381 0.0 0.0 -0.3
H 3.989564 -1.381683 1.463455 -0.4 0.3 -0.2
C 3.353515 -1.121479 -1.394015 2.0 -0.5 -2.0
H 2.544087 -1.809587 -1.698047 -0.4 0.3 0.4
C 3.649804 1.345614 0.161576 1.7 1.2 -1.1
H 3.228322 1.853205 1.046195 -0.5 -0.5 0.3
C -2.236709 3.157047 -1.108129 0.8 0.1 0.5
P -2.121983 1.298553 -0.776410 -2.7 1.0 -0.9
H -4.401148 1.219242 0.155803 0.3 0.0 -0.5
H -1.838913 3.574977 -0.168621 -0.1 0.0 -0.2
C -3.096054 0.600594 -2.259319 0.4 -0.3 -0.1
H -3.812469 1.408558 -2.493402 0.3 -0.1 0.3
C 3.767662 -0.296726 -2.622756 -0.2 0.1 0.6
H 4.821276 0.016530 -2.564471 -0.4 -0.1 0.0
H 3.136434 0.574480 -2.806433 0.1 -0.2 -0.2
H 3.672999 -0.928998 -3.517302 0.0 -0.1 0.0
C 4.552128 -1.965752 -0.920248 -0.6 0.0 0.2
H 5.205997 -2.182755 -1.778646 -0.2 0.2 0.1
H 4.234509 -2.926407 -0.498506 0.1 0.3 0.1
H 5.167853 -1.438972 -0.181046 0.1 -0.2 -0.2
C 5.130841 1.041451 0.451487 -0.6 -0.4 0.1
H 5.288427 0.344345 1.282698 0.0 0.2 -0.1
H 5.628345 1.984100 0.732218 -0.1 -0.1 -0.1
H 5.658509 0.672248 -0.439467 -0.1 0.2 0.1
C 3.534563 2.296065 -1.034974 -0.1 -0.4 0.0
H 3.677537 3.327515 -0.691732 0.0 0.0 0.0
H 2.550727 2.243706 -1.513128 0.2 0.3 0.1
H 4.304353 2.090876 -1.789995 -0.2 0.2 0.2
C 2.700201 -0.296936 2.801491 0.2 0.1 -0.1
H 3.621119 0.220863 3.111370 -0.4 -0.1 -0.1
H 2.391210 -0.952609 3.626672 0.2 0.3 -0.2
H 1.911732 0.458366 2.649155 0.2 0.0 0.4
C 2.138555 -2.427610 1.551995 -0.4 0.1 0.0
H 1.078685 -2.190608 1.712174 0.5 0.0 -0.2
H 2.454408 -3.051942 2.402709 0.0 0.2 -0.3
H 2.223427 -3.012308 0.625427 0.1 0.1 0.2
C -3.639244 3.750518 -1.344003 -0.2 -0.2 -0.1
H -4.445379 3.238977 -0.805808 0.1 0.1 -0.1
H -3.887217 3.773576 -2.415436 0.1 -0.1 0.3
H -3.634373 4.798419 -1.003495 0.1 -0.4 -0.1
C -1.298641 3.560034 -2.246424 -0.1 0.1 -0.1
H -1.615173 3.123336 -3.202425 0.1 0.3 0.2
C -3.380183 -0.209485 1.278967 0.0 0.9 0.2
H -0.267462 3.258468 -2.043655 0.1 0.2 0.0
H -1.312870 4.651572 -2.355584 0.0 -0.2 0.0
C -3.241844 2.246828 1.677094 0.0 0.0 0.1
H -2.724832 -0.148881 2.147851 -0.2 0.1 0.2
H -4.341476 -0.580817 1.645112 -0.2 0.0 0.0
H -3.067426 -0.968945 0.563201 -0.1 -0.4 -0.4
C -3.409601 1.138787 0.624132 0.3 0.1 0.5
H -3.616949 1.897354 2.650799 0.1 0.1 -0.3
H -3.814447 3.141804 1.410218 0.3 -0.1 0.0
H -2.184452 2.521077 1.798381 -0.2 0.0 0.2
C -3.876556 -0.692082 -1.986999 0.0 0.1 0.1
H -3.199814 -1.524612 -1.742899 -0.2 0.1 0.0
H -4.410279 -0.974110 -2.907121 0.1 0.1 0.3
H -4.626928 -0.580460 -1.195842 0.1 -0.1 -0.2
C -2.197112 0.397814 -3.482569 0.1 0.1 -0.1
H -1.525202 1.238056 -3.669220 -0.3 -0.2 -0.1
H -2.827709 0.286272 -4.375725 0.2 -0.1 0.2
H -1.589653 -0.515168 -3.389048 -0.2 0.1 0.0
H -0.728990 0.432391 1.362970 2.0 0.7 -0.9
H 0.703481 0.282449 1.522558 -1.6 0.3 -1.4
C -2.967196 -2.747640 2.523923 -0.4 -0.4 0.4
P -1.275331 -2.414896 2.154129 -0.9 -2.9 3.1
C -0.755292 -3.901465 1.329277 0.5 -1.0 0.3
C -0.579748 -1.807354 3.669991 0.5 -0.7 0.5
O -1.296585 -1.379805 1.113061 0.5 4.3 -4.2
H -2.850567 -3.644678 3.111782 -0.6 -0.6 0.4
H -3.548205 -2.953776 1.624844 0.1 -0.1 0.1
H -3.435085 -1.972459 3.124382 0.1 -0.1 0.1
H -1.445570 -4.162781 0.518042 -0.1 0.3 0.4
H 0.260190 -3.990733 0.942417 -0.2 0.3 0.2
H -0.874901 -4.631962 2.120496 0.1 -0.7 0.1
H 0.497963 -1.638935 3.701753 -0.3 -0.2 -0.1
H -1.083189 -0.907283 4.046481 -0.2 -0.2 -0.3
H -0.821922 -2.623172 4.355032 0.2 0.1 0.5
```
Positions in Å, forces in eV/Å.

Properties
- ΔE to the lowest compared entry with this formula, charge and spin (kJ/mol) = 0.0
- expectation value of S² = 3.773
- Kohn-Sham gap (spin up / spin down) (eV) = 7.43 / 4.13
- E_HOMO (spin up / spin down) (eV) = -21.39 / -21.31
- spin multiplicity = 4
- net charge = +4

How do the records compare in strongest force on any atom? In the order shown, they have 0.0425; 0.1497 Eh/bohr.